{
  "formula": "C28H20N12OPdSSe",
  "method": "wB97M-V/def2-TZVPD",
  "elements": ["Pd", "S", "C", "N", "N", "C", "C", "C", "C", "C", "C", "N", "N", "C", "C", "C", "C", "C", "C", "H", "H", "H", "H", "H", "H", "H", "H", "H", "H", "H", "N", "C", "N", "C", "C", "C", "C", "C", "C", "H", "H", "H", "H", "H", "H", "O", "N", "C", "C", "N", "C", "N", "Se", "N", "C", "C", "C", "C", "N", "C", "N", "H", "H", "H"],
  "positions_angstrom": [[0.877, 1.518, 1.146], [3.007, 1.561, 0.457], [3.244, -0.129, 0.463], [4.517, -0.515, 0.095], [4.682, -1.786, -0.197], [3.842, -2.687, -0.883], [2.664, -2.303, -1.515], [1.933, -3.247, -2.217], [2.362, -4.565, -2.306], [3.549, -4.937, -1.686], [4.286, -4.004, -0.980], [2.324, -0.999, 0.819], [1.221, -0.462, 1.344], [0.199, -1.405, 1.579], [-0.729, -1.127, 2.576], [-1.777, -2.004, 2.806], [-1.913, -3.152, 2.039], [-0.965, -3.441, 1.060], [0.097, -2.582, 0.836], [5.646, -2.075, -0.115], [2.331, -1.277, -1.467], [1.016, -2.944, -2.708], [1.786, -5.292, -2.862], [3.903, -5.957, -1.755], [5.213, -4.293, -0.496], [-0.617, -0.232, 3.170], [-2.496, -1.782, 3.586], [-2.749, -3.821, 2.199], [-1.058, -4.340, 0.463], [0.845, -2.800, 0.085], [-0.823, -0.653, -2.800], [-0.085, 0.045, -1.882], [-0.717, 0.280, -0.778], [-1.974, -0.297, -0.952], [-3.060, -0.371, -0.082], [-4.199, -1.015, -0.522], [-4.269, -1.594, -1.802], [-3.197, -1.546, -2.671], [-2.058, -0.887, -2.216], [-0.528, -0.929, -3.719], [0.926, 0.372, -2.088], [-3.006, 0.047, 0.915], [-5.061, -1.074, 0.130], [-5.179, -2.093, -2.109], [-3.241, -2.000, -3.654], [-0.920, 1.834, 2.313], [-1.554, 2.424, 1.346], [-2.742, 2.883, 1.615], [-3.392, 2.724, 2.890], [-3.902, 2.596, 3.912], [-3.368, 3.616, 0.543], [-3.804, 4.228, -0.329], [-0.513, 4.729, -2.382], [-0.082, 6.142, -1.429], [0.413, 5.672, -0.303], [0.888, 6.474, 0.784], [1.325, 5.834, 1.883], [1.302, 4.402, 1.947], [0.899, 3.625, 0.994], [0.462, 4.232, -0.182], [0.032, 3.545, -1.207], [0.878, 7.553, 0.708], [1.685, 6.383, 2.743], [1.624, 3.898, 2.850]],
  "atomic_forces_ev_per_a": [[0.5, 0.3, 0.9], [-0.1, -0.1, -0.2], [0.3, 0.2, -0.1], [-0.4, 0.2, 0.1], [0.0, -0.4, -0.1], [0.3, 0.1, 0.0], [0.1, 0.1, -0.4], [0.1, 0.0, -0.1], [0.0, 0.0, 0.0], [0.0, 0.0, 0.0], [0.0, 0.0, 0.0], [-0.1, 0.1, 0.8], [-0.1, -0.3, -0.3], [0.1, 0.3, 0.1], [-0.1, 0.0, 0.1], [0.0, 0.0, 0.0], [0.1, 0.0, -0.1], [0.0, 0.1, 0.0], [0.0, -0.1, -0.1], [0.0, 0.0, -0.1], [0.0, -0.2, -0.2], [0.0, 0.0, 0.0], [0.0, 0.0, 0.0], [0.0, 0.0, 0.0], [0.0, 0.0, 0.0], [-0.1, 0.0, 0.0], [0.0, 0.0, 0.0], [0.0, 0.0, 0.0], [0.0, 0.0, 0.0], [-0.1, 0.0, 0.1], [0.0, 0.0, 0.1], [0.1, 0.0, -0.2], [-0.2, 0.0, 0.0], [0.1, 0.0, 0.1], [-0.1, 0.0, 0.1], [0.0, 0.0, -0.1], [0.1, 0.0, 0.1], [0.0, 0.0, 0.0], [0.1, 0.0, -0.2], [0.0, 0.0, 0.0], [-0.1, 0.0, 0.0], [0.0, 0.0, -0.1], [0.0, 0.0, 0.0], [0.0, 0.0, 0.0], [0.0, 0.0, 0.0], [0.2, -0.2, -1.0], [-0.4, 0.2, 0.6], [-0.3, 0.1, -0.1], [0.1, 0.1, -0.2], [0.0, 0.0, 0.0], [0.1, -0.1, 0.2], [0.0, -0.1, 0.1], [-0.2, -0.1, -0.5], [0.1, 0.0, 0.1], [0.1, 0.0, 0.3], [-0.2, 0.1, -0.3], [0.1, -0.3, 0.3], [0.1, 0.1, 0.4], [-0.2, -0.1, -1.0], [0.1, 0.1, 0.6], [0.1, -0.2, 0.1], [0.0, 0.0, -0.1], [0.0, -0.1, 0.0], [0.0, 0.1, 0.0]],
  "lowdin_spin": [0.073, 0.200, 0.136, 0.421, 0.279, 0.006, 0.049, -0.003, 0.048, -0.004, 0.042, 0.145, 0.405, 0.012, 0.050, -0.006, 0.056, -0.005, 0.049, 0.003, 0.006, -0.001, 0.003, -0.001, 0.002, 0.002, -0.002, 0.003, -0.001, 0.003, 0.000, 0.001, 0.010, 0.001, 0.001, 0.000, 0.000, 0.000, 0.001, 0.000, 0.000, 0.000, 0.000, 0.000, 0.000, 0.010, 0.004, 0.000, 0.000, 0.000, 0.000, 0.000, 0.000, 0.000, 0.000, 0.000, 0.000, 0.000, -0.002, 0.001, 0.002, 0.000, 0.000, 0.000],
  "e_above_lowest_ev": 0.385,
  "total_charge": 0,
  "lumo_ev": [-1.6, -2.1],
  "spin_multiplicity": 3,
  "homo_lumo_gap_ev": [5.66, 6.31],
  "largest_force_ev_per_a": 1.13
}